No. 1
The following is a quantum chemistry calculation of a structure of composition C8H12BBrCaO4P, from the Open Molecules 2025 dataset.

The geometry in XYZ format:
```
28
Properties=species:S:1:pos:R:3:forces:R:3
O 4.4830 -1.9845 -0.9690 -1.3 2.3 1.3
B 4.0627 -0.5986 -0.9998 0.8 -0.9 -1.9
O 4.3574 0.1315 -2.2311 -1.6 -1.9 1.5
C 3.2738 0.0231 0.2817 -1.1 -0.3 -0.4
C 2.4670 1.4304 0.0977 1.9 1.6 1.7
O 1.0590 1.3551 0.5120 1.7 -1.5 -0.5
P 0.5677 -0.3018 0.4773 1.0 -0.9 2.5
Br 0.4864 0.0024 -1.8201 -0.2 -0.6 -1.5
C -1.3192 0.0214 0.3463 -3.8 0.8 -0.2
C -2.2667 -1.2024 0.6864 -2.6 2.1 -0.8
C -3.8154 -1.1438 0.5941 2.6 2.8 -0.8
C -4.4393 0.2392 0.1276 3.1 -0.4 1.4
C -3.5004 1.4761 -0.1876 1.5 -2.0 0.6
C -1.9471 1.3877 -0.0992 -3.7 -2.9 0.9
O 2.1809 -0.9306 0.5421 0.4 1.2 -0.5
H 4.1953 -2.3676 -0.0986 0.3 0.4 -1.2
H 3.9722 -0.4138 -2.9669 0.9 0.7 0.8
H 4.0352 -0.0425 1.1480 -1.5 0.7 -0.8
H 2.6135 1.9703 -0.9005 -0.5 -1.3 1.2
H 2.9914 2.1039 0.8853 -1.1 -0.7 -1.3
H 0.5380 -0.3273 1.9278 -0.7 0.2 -0.3
H 0.1881 -1.6977 0.4590 0.1 0.5 -0.6
H -1.8139 -2.2103 0.9918 -0.6 1.8 -0.5
H -4.4742 -2.0672 0.8180 1.3 1.6 -0.5
H -5.5869 0.3432 0.0252 2.6 0.2 -1.7
H -4.0391 2.4398 -0.5031 1.1 -1.6 0.5
H -1.2700 2.2745 -0.3510 -1.2 -1.5 0.4
Ca -6.9994 0.0894 1.2065 0.4 -0.2 0.8
```
Forces are in eV/Å.

Calculated total energy   -115112.788 eV
Highest occupied orbital energy   -9.969 eV
Total charge   +1
Lowest unoccupied orbital energy   -7.567 eV
Gap between HOMO and LUMO   2.40 eV

No. 2
The following is a quantum chemistry calculation of the molecule C8H11N3O4, from the Open Molecules 2025 dataset.

The geometry in XYZ format:
```
26
Properties=species:S:1:pos:R:3:forces:R:3
C 0.6489 -1.8020 0.9858 -0.1 2.0 -0.5
C 1.2371 -0.7235 1.5941 -2.1 -3.5 -0.6
C 0.2245 -1.6279 -0.4279 0.8 -1.2 -0.1
C 1.5363 0.5235 -0.4956 0.0 -0.3 -1.1
C 0.2098 1.6058 1.4219 1.4 -1.2 -2.9
C 1.4325 0.5878 1.0128 1.3 2.5 1.2
C -1.5456 1.1539 -0.1151 -1.6 -2.8 0.7
C 0.7325 -0.5891 -1.1270 -0.8 0.6 4.0
N -1.0514 1.0287 1.1477 -0.8 -0.5 0.5
N -2.3646 0.2834 -0.6576 3.8 0.6 4.4
N 0.5042 -0.4079 -2.4604 -0.1 -1.1 -3.4
O -2.9619 0.3229 -1.6663 -2.7 -0.2 -4.5
O -2.4079 -0.9057 0.1373 -0.6 -0.5 0.5
O -0.0931 -1.3370 -2.9928 -0.3 0.6 -0.9
O 1.0109 0.5413 -3.0716 -0.7 -0.6 0.7
H 0.3897 -2.6990 1.5746 0.3 0.5 -0.6
H 1.3596 -0.9791 2.6035 0.8 0.7 1.6
H -0.3369 -2.4591 -0.8985 0.4 0.9 0.1
H -2.7055 -1.6184 -0.4562 -0.1 0.6 -0.2
H 1.2138 1.4934 -0.9983 1.1 -1.2 0.6
H 2.5072 0.1148 -0.8282 0.4 1.4 0.3
H 0.2532 1.9406 2.3664 0.4 0.3 4.0
H 0.2402 2.5897 0.9368 0.5 -0.4 -0.8
H 2.4529 0.9116 1.5246 -2.0 0.1 -1.3
H -1.2122 1.9097 -0.7002 0.4 2.4 -1.7
H -1.2743 0.1416 1.5902 0.2 0.3 0.0
```
Forces are in eV/Å.

Calculated total energy   -21125.973 eV
Relative energy (zero: lowest compared OMol25 entry of this formula, charge and spin)   226.3 kcal/mol
Highest occupied orbital energy   -7.660 eV
Lowest unoccupied orbital energy   -0.970 eV
Gap between HOMO and LUMO   6.69 eV

No. 3
The following is a quantum chemistry calculation of a cluster of 7 separate species, C11H36O7 in total, from the Open Molecules 2025 dataset.

The geometry in XYZ format:
```
54
Properties=species:S:1:pos:R:3:forces:R:3
C -0.1149 1.7196 -2.7221 -0.1 -0.6 -0.2
C 1.0681 0.8096 -2.3501 -2.3 -0.7 -0.1
O 2.0431 1.6156 -1.8171 0.6 1.1 -0.2
H 0.0251 2.2086 -3.6971 0.2 0.1 0.4
H -0.2839 2.4506 -1.9151 0.1 -0.3 -0.5
H -1.0189 1.1106 -2.8331 0.1 0.1 0.1
H 1.3901 0.1726 -3.1681 0.4 0.3 -0.8
H 0.7261 0.0266 -1.6411 -0.1 0.6 0.3
H 2.6111 1.0596 -1.3231 1.2 -0.5 0.8
C 1.3271 -2.9114 -2.7671 2.5 -0.1 -1.6
C 1.8591 -4.1964 -2.1521 -1.6 0.2 2.8
O 3.1291 -3.9804 -1.5831 2.3 -1.5 -1.4
H 1.6421 -2.7664 -3.8131 -0.2 -0.7 -0.1
H 1.7671 -1.9784 -2.4131 -0.2 -0.3 1.1
H 0.3031 -2.8814 -2.7501 -2.6 0.3 0.1
H 1.6761 -5.1544 -2.7361 1.3 1.4 0.2
H 1.3271 -4.4544 -1.1931 -0.8 0.3 -1.1
H 3.2121 -3.2034 -1.0381 -0.6 0.3 0.0
C -0.5559 4.4266 0.1329 -0.7 -0.4 1.0
C -2.0189 4.1066 -0.2381 1.3 0.5 1.6
O -2.5299 3.1396 0.6119 -0.9 -0.7 0.6
H -0.2349 5.2406 -0.4181 0.6 2.0 -1.4
H 0.1731 3.6576 -0.1531 -0.5 -0.3 0.4
H -0.4269 4.7356 1.1899 -0.2 -0.6 -0.5
H -2.0539 3.7876 -1.2371 -0.2 -0.4 -1.7
H -2.7249 4.8956 -0.1011 0.1 1.2 -0.2
H -2.0209 2.3686 0.4169 0.5 -1.4 0.3
C -0.3909 -3.3434 1.0549 -0.2 0.3 1.7
C 0.7251 -2.5974 1.6679 2.6 0.3 0.2
O 0.9301 -1.3314 0.9919 -2.2 0.9 0.9
H -1.2239 -2.6904 1.1439 -1.1 0.6 0.2
H -0.6329 -4.2424 1.5759 0.0 -0.7 0.5
H -0.3169 -3.5264 0.0579 0.6 -0.7 -2.9
H 1.7911 -2.9174 1.5689 -1.1 -1.4 0.6
H 0.4721 -2.5374 2.7549 0.6 0.8 -0.7
H 1.7191 -1.3354 0.4789 0.8 -0.2 -0.3
C -1.8889 -0.0724 3.2959 2.0 -2.7 -1.5
O -1.0449 0.7006 4.0819 -1.9 3.0 2.3
H -2.7719 -0.4594 3.7409 -1.1 0.3 0.8
H -1.2829 -1.0334 3.1539 -0.7 1.1 -0.3
H -2.0439 0.3886 2.3289 -0.3 0.0 -0.2
H -1.6469 1.4746 4.4029 1.9 -1.8 -0.6
C -1.9439 -0.5984 -0.6871 2.2 -1.7 -0.3
O -1.2509 0.3346 0.2019 -1.2 -0.1 -1.2
H -1.0879 -1.2834 -0.9771 -1.2 0.0 0.2
H -2.2999 -0.3114 -1.7181 0.1 0.9 1.5
H -2.7159 -1.2274 -0.1751 0.5 0.8 -0.3
H -0.4219 -0.1044 0.4879 -0.5 0.1 -0.1
C 1.4691 1.7586 1.8119 -1.4 -2.0 -1.1
O 0.3501 2.3536 2.4129 0.0 0.9 0.0
H 1.6481 0.7366 2.3009 0.1 1.3 -0.9
H 2.3301 2.3946 1.8779 0.6 0.3 0.0
H 1.1561 1.6196 0.6999 1.0 0.0 1.6
H 0.0761 1.8436 3.1749 -0.1 -0.4 0.2
```
Forces are in eV/Å.

Calculated total energy   -26318.351 eV
SMILES   CCO.CCO.CCO.CCO.CO.CO.CO
Relative energy (zero: lowest compared OMol25 entry of this formula, charge and spin)   82.2 kcal/mol
Highest occupied orbital energy   -9.319 eV
Lowest unoccupied orbital energy   -0.042 eV
Gap between HOMO and LUMO   9.28 eV